Entry 1:
21
Properties=species:S:1:pos:R:3:mulliken_charge:R:1 method="wB97M-V/def2-TZVPD" smiles="C=C=[N+]1C=CN=C1c1ccccn1" charge=+1 molar_mass_g_mol=170.2
H 2.2938 -1.9339 -0.6233 0.362
N -1.7842 -0.2528 -0.0676 0.157
C -1.0674 -2.6729 0.2087 -0.863
H 3.5812 1.9167 0.2016 0.495
H 1.5253 2.8006 0.1413 0.471
C 0.4865 0.8356 -0.0265 0.605
H -0.5020 -3.2550 -0.5519 0.283
H -1.3934 -3.4070 0.9910 0.306
C -3.0483 0.2064 0.0163 -0.049
C 2.0593 -0.9426 -0.2752 -0.074
H -3.7707 2.3568 0.1820 0.401
C -1.2624 -1.4428 0.0003 0.992
H 4.1377 -0.6078 -0.1381 0.340
C -3.0693 1.5912 -0.0781 -0.551
N 0.8477 -0.4676 -0.2521 -0.376
C 3.1446 -0.1322 -0.0180 -0.529
C -0.9789 0.9550 0.0979 0.139
H -3.8392 -0.5330 -0.0605 0.396
C 2.8513 1.2425 0.1669 -0.318
C 1.5571 1.7681 0.1233 -0.694
N -1.7688 1.9746 -0.0381 -0.491


Entry 2:
11
Properties=species:S:1:pos:R:3:mulliken_charge:R:1 method="wB97M-V/def2-TZVPD" charge=0 molar_mass_g_mol=70.1
H -2.3596 -0.6578 -0.2769 0.326
H -2.6299 1.0796 0.0469 0.238
C 1.5975 -0.1049 -0.2486 -0.224
O -0.6965 0.6009 -0.3208 -0.273
C 0.2326 -0.3242 -0.2305 0.064
H -0.1222 -1.3239 0.0466 0.336
C 2.6014 0.5026 -0.9377 -0.468
H 3.5009 0.6110 -0.3034 0.127
C -1.9684 0.2345 0.2205 -0.668
H 1.7310 -0.6657 0.7062 0.206
H -1.8867 0.0481 1.2977 0.337


Entry 3:
98
Properties=species:S:1:pos:R:3:mulliken_charge:R:1 method="wB97M-V/def2-TZVPD" charge=0 molar_mass_g_mol=774.8
H 2.2046 0.4101 -6.8208 0.577
C -3.2002 3.9207 7.2302 -0.821
C 1.0294 -1.8628 -2.8311 -1.181
P 0.6878 0.5455 3.3265 0.182
C 1.0974 -1.1068 -5.8532 -0.857
H 3.6681 -4.8112 -7.4503 0.356
P 0.7803 -2.3292 -4.5517 1.323
H 2.9992 -1.1217 -6.8459 0.231
H -2.5921 4.4323 7.9763 0.531
C -1.7835 -3.4580 -3.7935 -0.838
H 1.1264 -4.5351 -3.9874 0.120
H -1.1757 -2.8454 -5.8058 0.831
H 3.2492 -5.2084 -4.7022 0.472
H 0.7606 0.7698 -3.7394 -0.177
H -1.2156 4.5795 4.1798 0.131
C 2.8573 -0.2676 6.7608 -0.962
H 0.7410 -1.6215 -6.7536 0.534
C -1.0048 -2.5581 -4.7653 -1.538
H 2.6781 0.4808 -2.0341 0.241
H -0.4807 2.7304 7.3414 0.265
H 3.7125 0.3596 7.0518 0.301
H 4.0964 -3.1649 -7.8949 0.414
H 0.7804 -2.7876 -2.2960 0.635
C -6.3196 1.9787 3.9591 -0.537
S -4.8077 3.6711 8.0842 -0.154
N 1.5660 0.3861 6.8796 0.006
N -6.0536 3.0944 5.7963 0.237
C 1.5645 -3.9395 -4.7918 -0.707
H -2.8385 -3.2288 -3.9589 0.522
S -6.5017 5.5896 6.5368 -0.224
C 1.8199 1.1433 -1.8901 -1.151
H 2.2024 1.5424 5.2919 0.672
C 3.3947 1.5560 -4.9293 -1.821
H 1.1726 -4.3660 -5.7179 0.544
H 0.0378 3.5081 1.8263 0.213
H -0.2384 1.3574 -2.4297 0.462
C 3.0859 -4.1284 -4.6836 -1.058
I -1.4399 -0.3727 5.8300 -0.208
H -3.3991 4.5934 6.3968 0.305
F -1.5493 2.0776 4.0856 -0.440
H 4.9770 -3.8399 -5.6182 0.485
H 2.0470 0.9001 3.1649 0.071
C -2.5422 2.6234 6.7635 -0.480
C -1.7461 -5.5421 -5.3120 -1.266
H -1.4507 -6.5905 -5.3363 0.357
C -1.0696 2.8839 6.4320 -1.225
P -0.2199 1.8937 5.0602 0.361
H 2.9983 -0.5819 5.7231 0.293
H 2.1185 2.1465 -2.1929 0.375
H 0.7833 -0.7447 3.8676 0.097
H 4.0040 -2.4041 -5.5830 -0.480
C -1.6004 -4.9740 -3.9031 -0.393
H -0.8855 -0.8909 -2.5749 0.302
H 2.8661 -1.1725 7.3704 0.333
C -6.2497 1.7650 6.0667 -0.049
H -1.4128 -1.5469 -4.6777 0.510
H -2.7802 -5.4828 -5.6541 0.368
H 1.1889 3.9101 5.0935 0.469
H -3.0772 2.2575 5.8882 0.267
H -1.5748 -3.1468 -2.7676 0.227
H -2.3581 -5.4297 -3.2637 0.473
H 0.3472 -0.3320 -5.6699 0.733
C 0.1545 -0.7312 -2.2797 -0.627
H 1.5903 1.1635 -0.8257 0.217
H 1.5748 2.4847 6.6290 0.607
C -6.1033 3.2255 4.4177 -0.148
C 3.9561 -3.4794 -5.7572 0.401
H -2.6391 1.8900 7.5620 0.554
N -6.4301 1.0712 4.9899 -0.604
S -0.1859 0.4876 1.5379 -0.506
H 2.0874 -1.6945 -2.6185 0.646
C -5.8545 4.1240 6.7248 0.055
H -6.2499 1.3811 7.0731 0.432
H 3.4197 -3.7895 -3.7000 0.366
H 3.9337 1.8720 -4.0376 0.400
H 4.3588 -0.3303 -5.1990 0.521
H 0.1661 -0.8146 -1.1890 0.164
H -5.9829 4.1742 3.9278 0.385
H 1.4271 0.6441 7.8463 0.242
C 0.6204 3.4195 4.2967 -1.349
H 3.0226 -0.3913 -4.0838 -0.255
H -1.1280 -5.0183 -6.0441 0.252
C 1.4139 1.5669 6.0521 -1.436
H 0.2186 5.4200 3.6381 0.340
C 0.5883 0.6838 -2.6597 0.111
C 3.3425 0.0333 -5.0367 0.414
H -0.6478 -5.2846 -3.4684 0.215
H 2.3941 1.9894 -4.8865 0.349
C 3.5180 -3.7623 -7.1900 -1.376
H -1.5181 3.6192 2.2213 0.329
H -6.3940 1.6864 2.9241 0.395
H -0.9706 3.9431 6.1782 0.525
H 1.3624 3.1193 3.5476 0.750
H 3.9041 1.9771 -5.7973 0.472
C 2.4469 -0.4485 -6.1913 -1.187
N -0.6471 4.1311 2.2353 -0.706
C -0.2888 4.4488 3.6180 -0.483
H 2.4648 -3.5260 -7.3592 0.272


Short version: DFT total energy = -549.73199 -231.04952 -3899.29708 a.u., in the order given.